(1)
ORCA calculation (the ωB97M-V functional and the def2-TZVPD basis) on C14H18N2OS in the gas phase in a non-equilibrium geometry.

Properties
LUMO level ... 0.7 eV
Relative energy (zero: lowest compared OMol25 entry of this formula, charge and spin) ... 252.6 kJ/mol
Frontier orbital gap ... 8.884 eV
Highest occupied orbital energy ... -8.206 eV
SMILES string ... CCCCOc1nc2ccccc2n1C1CSC1

Geometry as ORCA input:
```
! wB97M-V def2-TZVPD RIJCOSX def2/J DEFGRID3
* xyz 0 1
C -4.03761 0.94175 -2.68433
C -2.97019 0.96530 -1.64224
C -1.73834 1.47043 -2.44637
C -0.46674 1.78717 -1.56270
O 0.27828 0.57487 -1.18279
C 0.81648 0.53399 0.05584
N 1.31289 1.58727 0.72399
C 1.94187 0.97621 1.82524
C 2.54734 1.59681 2.88452
C 3.10486 0.93361 3.92378
C 3.00626 -0.45346 3.91522
C 2.43386 -1.11912 2.79198
C 1.87100 -0.40986 1.72296
N 1.09382 -0.76515 0.62832
C 0.75361 -2.09958 0.11282
C 0.97064 -2.35439 -1.33796
S -0.71789 -3.06532 -1.64029
C -0.73366 -2.38551 0.08618
H -4.83684 0.57737 -2.09079
H -3.85255 0.16754 -3.44693
H -4.17361 1.89966 -3.13921
H -2.78064 0.00759 -1.18965
H -3.20695 1.70038 -0.89591
H -1.99968 2.48062 -2.85165
H -1.57864 0.79588 -3.26770
H 0.21526 2.40535 -2.20931
H -0.81819 2.25238 -0.63495
H 2.28601 2.69605 2.91845
H 3.51050 1.40700 4.80961
H 3.42472 -0.97791 4.78034
H 2.38786 -2.20074 2.73200
H 1.16523 -2.91294 0.73083
H 1.33433 -1.53636 -1.83827
H 1.80650 -3.02652 -1.50244
H -1.26799 -1.36493 0.07458
H -1.08181 -3.08544 0.84684
*
```

Partial atomic charges computed with the Löwdin method, in multiples of e: -0.128, -0.263, -0.175, -0.120, -0.033, -0.300, 0.190, -0.251, -0.060, -0.120, -0.089, -0.011, -0.178, 0.101, -0.377, -0.404, 0.833, -0.394, 0.061, 0.090, 0.073, 0.093, 0.106, 0.122, 0.104, 0.133, 0.117, 0.136, 0.102, 0.100, 0.093, 0.153, 0.048, 0.081, 0.092, 0.076



(2)
ORCA calculation (the ωB97M-V functional and the def2-TZVPD basis) on C14H18N2OS in the gas phase in a non-equilibrium geometry.

Properties
LUMO level ... -0.1 eV
Relative energy (zero: lowest compared OMol25 entry of this formula, charge and spin) ... 63.5 kJ/mol
Frontier orbital gap ... 8.670 eV
Highest occupied orbital energy ... -8.783 eV
SMILES string ... CC(=O)c1cc(C#N)c(SCCC(C)C)nc1C

Geometry as ORCA input:
```
! wB97M-V def2-TZVPD RIJCOSX def2/J DEFGRID3
* xyz 0 1
C -5.06051 -0.90374 0.64529
C -4.38164 0.00485 -0.34940
O -4.96071 0.44826 -1.31296
C -2.97517 0.39952 -0.06116
C -2.64923 1.73809 -0.28322
C -1.37227 2.20572 -0.01030
C -1.02528 3.55705 -0.21294
N -0.74955 4.65746 -0.37862
C -0.43360 1.27273 0.48100
S 1.17136 1.79894 0.90395
C 1.93987 0.21919 1.40075
C 2.33160 -0.63891 0.20873
C 3.36254 0.01085 -0.72047
C 3.46916 -0.79567 -2.01296
C 4.73291 0.11683 -0.05598
N -0.73325 -0.00481 0.62580
C -1.94987 -0.45796 0.36810
C -2.10571 -1.93713 0.51894
H -4.63448 -0.79961 1.63881
H -6.12162 -0.66518 0.66619
H -4.96232 -1.93756 0.31975
H -3.40610 2.40934 -0.66287
H 2.80317 0.50769 1.99733
H 1.21268 -0.29434 2.02724
H 1.42694 -0.86520 -0.35936
H 2.73100 -1.58275 0.58946
H 3.01629 1.02041 -0.96871
H 2.50697 -0.84592 -2.51783
H 4.18549 -0.33659 -2.68980
H 3.79995 -1.81049 -1.80068
H 5.08889 -0.86784 0.24131
H 5.45251 0.54526 -0.74940
H 4.69875 0.75398 0.82388
H -1.11843 -2.39061 0.55370
H -2.62154 -2.17559 1.44739
H -2.66878 -2.35626 -0.31095
*
```

Partial atomic charges computed with the Löwdin method, in multiples of e: -0.007, -0.407, 0.103, -0.093, 0.068, -0.223, -0.225, 0.181, -0.523, 1.018, -0.438, -0.254, -0.461, -0.081, -0.075, 0.097, -0.250, -0.013, 0.085, 0.090, 0.086, 0.139, 0.069, 0.071, 0.096, 0.122, 0.109, 0.075, 0.075, 0.080, 0.083, 0.077, 0.067, 0.083, 0.085, 0.087



(3)
ORCA calculation (the ωB97M-V functional and the def2-TZVPD basis) on C14H18N4O3S2 in the gas phase in a non-equilibrium geometry.

Properties
LUMO level ... 0.0 eV
Relative energy (zero: lowest compared OMol25 entry of this formula, charge and spin) ... 80.9 kJ/mol
Frontier orbital gap ... 9.264 eV
Highest occupied orbital energy ... -9.271 eV
SMILES string ... Cc1ccccc1NS(=O)(=O)c1nnc(NC(=O)CC(C)C)s1

Geometry as ORCA input:
```
! wB97M-V def2-TZVPD RIJCOSX def2/J DEFGRID3
* xyz 0 1
C -5.21116 -0.32609 0.23028
C -4.28250 0.82936 0.04486
C -4.56560 2.07328 0.59639
C -3.72520 3.15569 0.40776
C -2.57905 3.01572 -0.35578
C -2.27105 1.78525 -0.90738
C -3.11014 0.69800 -0.70102
N -2.78696 -0.57125 -1.24953
S -2.02586 -1.64184 -0.24678
O -1.84750 -2.86666 -0.95657
O -2.64006 -1.65982 1.04050
C -0.39126 -0.93526 -0.01458
N 0.21414 -0.20620 -0.87937
N 1.42213 0.18909 -0.51047
C 1.77329 -0.23602 0.66135
N 2.93849 -0.00227 1.30624
C 4.08033 0.73051 0.95612
O 4.95826 0.79072 1.77906
C 4.12366 1.35531 -0.40244
C 4.99952 0.52921 -1.37318
C 4.50809 -0.91275 -1.46480
C 6.46879 0.58081 -0.96710
S 0.51370 -1.22945 1.43316
H -5.28366 -0.90131 -0.69016
H -4.82227 -0.98947 1.00072
H -6.19870 0.01887 0.52629
H -5.46792 2.19235 1.17814
H -3.96953 4.11099 0.84746
H -1.92424 3.85793 -0.52005
H -1.37824 1.65804 -1.50285
H -2.27739 -0.52778 -2.12061
H 3.01197 -0.41054 2.23253
H 3.11895 1.44466 -0.80818
H 4.57398 2.34362 -0.29388
H 4.89271 0.99261 -2.35968
H 5.05396 -1.44475 -2.24035
H 3.44926 -0.94125 -1.70903
H 4.66662 -1.43390 -0.52267
H 6.60123 0.20551 0.04424
H 6.84116 1.60189 -1.00210
H 7.06709 -0.02588 -1.64266
*
```

Partial atomic charges computed with the Löwdin method, in multiples of e: -0.039, -0.215, -0.037, -0.080, -0.080, -0.033, -0.269, -0.057, 0.598, -0.266, -0.279, -0.654, -0.018, 0.007, -0.572, 0.112, -0.447, 0.100, -0.088, -0.403, -0.071, -0.073, 1.121, 0.086, 0.070, 0.081, 0.112, 0.103, 0.103, 0.101, 0.122, 0.149, 0.091, 0.131, 0.136, 0.080, 0.066, 0.083, 0.073, 0.080, 0.078



(4)
ORCA calculation (the ωB97M-V functional and the def2-TZVPD basis) on C14H18O in the gas phase in a non-equilibrium geometry.

Properties
LUMO level ... 0.5 eV
Relative energy (zero: lowest compared OMol25 entry of this formula, charge and spin) ... 0.0 kJ/mol
Frontier orbital gap ... 9.520 eV
Highest occupied orbital energy ... -9.061 eV
SMILES string ... C=C(C)C(=O)CC(C)(C)c1ccccc1

Geometry as ORCA input:
```
! wB97M-V def2-TZVPD RIJCOSX def2/J DEFGRID3
* xyz 0 1
C 1.96150 3.01042 -0.06149
C 1.38356 1.94370 -0.76232
C 0.19950 2.19397 -1.60432
C 1.96207 0.56254 -0.69613
O 3.16540 0.51416 -0.49391
C 1.25440 -0.79222 -1.06890
C 0.47217 -1.45962 0.06841
C 1.32496 -1.67762 1.39926
C 0.18266 -2.91292 -0.43716
C -0.77176 -0.65831 0.37259
C -1.91163 -0.66393 -0.48494
C -3.03880 0.08310 -0.12439
C -3.11594 0.82969 1.08409
C -2.00831 0.73846 1.90986
C -0.84071 0.06653 1.53920
H 1.44197 3.97958 0.00772
H 2.88872 2.90784 0.50035
H 0.01435 3.27002 -1.76434
H -0.67574 1.78417 -1.07963
H 0.28863 1.75187 -2.61987
H 2.05089 -1.47628 -1.37977
H 0.61977 -0.61019 -1.95544
H 1.83702 -0.75606 1.78391
H 0.68990 -2.08887 2.17208
H 2.13906 -2.37914 1.11867
H -0.30681 -3.54235 0.32469
H -0.41929 -2.90455 -1.36237
H 1.15333 -3.37623 -0.63999
H -1.93808 -1.27508 -1.39892
H -3.89896 0.07660 -0.77247
H -4.01410 1.45010 1.30226
H -2.02216 1.30176 2.83204
H -0.06756 0.10882 2.29121
*
```

Partial atomic charges computed with the Löwdin method, in multiples of e: 0.100, -0.273, -0.076, -0.325, 0.068, -0.062, -0.475, -0.038, -0.048, -0.197, -0.032, -0.087, -0.081, -0.087, -0.048, 0.069, 0.062, 0.085, 0.073, 0.095, 0.123, 0.124, 0.090, 0.079, 0.091, 0.094, 0.079, 0.079, 0.113, 0.091, 0.112, 0.099, 0.104



(5)
ORCA calculation (the ωB97M-V functional and the def2-TZVPD basis) on 2 unconnected molecules or ions with the total composition C14H19B2F2O10S in a non-equilibrium geometry.

Properties
LUMO level ... 2.2 eV
Frontier orbital gap ... 8.702 eV
Highest occupied orbital energy ... -6.452 eV

Geometry as ORCA input:
```
! wB97M-V def2-TZVPD RIJCOSX def2/J DEFGRID3
* xyz -1 1
C -3.69831 0.27527 0.63641
O -3.86614 1.39517 -0.24121
B -2.77403 2.22735 -0.27522
O -1.92108 2.10205 -1.31135
O -2.66098 3.21750 0.75701
S -1.43310 3.09253 1.83392
O -1.88546 2.12373 2.79801
O -0.27898 2.38207 0.90156
C 0.79559 1.82923 1.67126
O 1.44451 0.80759 0.98799
C 0.65734 -0.33467 0.79493
C -0.20066 -0.35140 -0.27768
C -1.03933 -1.42155 -0.55027
C -1.92956 -1.32474 -1.75045
C -0.98681 -2.49488 0.31780
C -0.09589 -2.48815 1.37757
C 0.75218 -1.43258 1.65398
C 1.71085 -1.52911 2.82308
C 1.46488 -0.50215 3.94162
C 3.18284 -1.36293 2.33417
H -2.64878 0.03791 0.81917
H -4.16856 -0.61429 0.21636
H -4.22651 0.48751 1.56873
H -1.14976 2.67819 -1.25382
H 1.55403 2.60334 1.80777
H 0.47450 1.48183 2.65102
H -0.19883 0.51322 -0.92881
H -2.64859 -2.13957 -1.84520
H -1.31149 -1.28988 -2.65371
H -2.47561 -0.37888 -1.72375
H -1.64151 -3.34328 0.15357
H -0.06026 -3.36230 2.02103
H 1.63383 -2.53092 3.24653
H 1.93174 -0.89577 4.85068
H 1.97280 0.43820 3.73576
H 0.41174 -0.35593 4.18749
H 3.77154 -0.82600 3.07836
H 3.21549 -0.79989 1.40565
H 3.62058 -2.34335 2.14672
B 1.27011 1.38789 -5.37118
O 2.67342 0.95283 -5.10299
C 2.65432 -0.06514 -4.26477
O 3.61834 -0.64851 -3.84541
C 1.19821 -0.37727 -3.91423
O 0.82016 -1.24628 -3.16997
O 0.41832 0.46547 -4.55772
F 0.97047 1.25592 -6.72230
F 1.08242 2.70464 -4.95810
*
```

Partial atomic charges computed with the Löwdin method, in multiples of e: -0.055, 0.051, -0.849, 0.222, -0.110, 0.975, -0.371, -0.300, -0.254, -0.011, -0.188, 0.025, -0.269, -0.027, -0.037, -0.032, -0.140, -0.336, -0.073, -0.045, 0.081, 0.094, 0.095, 0.120, 0.145, 0.098, 0.128, 0.082, 0.071, 0.069, 0.109, 0.109, 0.120, 0.077, 0.068, 0.084, 0.070, 0.075, 0.075, -1.050, 0.209, -0.418, 0.120, -0.401, 0.115, 0.210, 0.137, 0.132



(6)
ORCA calculation (the ωB97M-V functional and the def2-TZVPD basis) on 6 unconnected molecules or ions with the total composition C14H19BF4O14 in a non-equilibrium geometry.

Properties
LUMO level ... 3.9 eV
Frontier orbital gap ... 6.528 eV
Highest occupied orbital energy ... -2.633 eV

Geometry as ORCA input:
```
! wB97M-V def2-TZVPD RIJCOSX def2/J DEFGRID3
* xyz -2 1
B 1.74301 -3.82377 3.19489
H 1.26057 -4.88524 3.23174
H 1.43772 -3.26618 4.17974
H 2.91531 -3.87206 3.19963
H 1.46239 -3.16611 2.27828
C -1.12760 0.25428 -0.28474
C -1.27795 -0.97635 0.60696
O -0.28193 -1.21775 1.34583
O -2.33521 -1.64736 0.54195
H -2.00737 0.88610 -0.13120
H -1.09484 -0.09671 -1.32493
H -0.19834 0.80839 -0.14080
C 0.70986 2.45910 -2.55845
C -0.70994 2.90269 -2.96589
O -1.20487 1.75045 -3.59376
C -0.21723 0.91260 -3.92844
O -0.36080 -0.09029 -4.56091
O 0.93634 1.28734 -3.35499
F -0.58797 3.86374 -3.96424
H 0.71523 2.09957 -1.52749
H 1.47291 3.19906 -2.77265
H -1.34212 3.28820 -2.17244
C 3.46292 -1.45747 1.55818
C 4.14952 -1.57120 2.90797
O 4.58189 -0.22624 3.12625
C 4.79381 0.34958 1.91351
O 5.32033 1.41110 1.75440
O 4.30603 -0.43750 0.95041
F 5.18664 -2.46083 2.75442
H 2.45372 -1.04188 1.57321
H 3.52968 -2.31415 0.90001
H 3.52175 -1.92383 3.72235
C -3.92196 -1.81845 -2.35636
C -2.72805 -2.22948 -3.19950
O -2.95748 -1.46153 -4.34832
C -4.28048 -1.21203 -4.49219
O -4.81691 -0.77562 -5.45614
O -4.93615 -1.52299 -3.32037
F -2.85549 -3.56148 -3.55127
H -3.67422 -1.00098 -1.67490
H -4.29325 -2.60635 -1.70451
H -1.76422 -2.07040 -2.72677
C 0.37374 2.96463 2.25262
C -0.25516 1.87934 3.08664
O -1.64102 2.10879 2.88216
C -1.83135 3.37608 2.45582
O -2.87999 3.90524 2.29320
O -0.63297 3.98401 2.24095
F -0.04822 2.07407 4.42681
H 0.69310 2.73289 1.23861
H 1.25480 3.36816 2.75661
H -0.01816 0.86880 2.73811
*
```

Partial atomic charges computed with the Löwdin method, in multiples of e: -0.461, -0.091, -0.084, -0.090, -0.080, -0.041, -0.767, -0.072, -0.073, 0.075, 0.054, 0.038, -0.042, -0.254, 0.129, -0.575, 0.170, 0.080, 0.026, 0.111, 0.136, 0.168, -0.039, -0.298, 0.112, -0.590, 0.120, 0.050, 0.035, 0.125, 0.138, 0.129, -0.072, -0.272, 0.112, -0.535, 0.155, 0.060, 0.043, 0.123, 0.141, 0.165, -0.059, -0.272, 0.136, -0.563, 0.156, 0.056, 0.064, 0.124, 0.139, 0.159